# 1
Below is a structure of composition C11H24N6Pd, with properties calculated with wB97M-V/def2-TZVPD.

- Frontier orbital gap (alpha / beta): 9.68 / 7.50 eV

```
! RIJCOSX wB97M-V def2-TZVPD def2/J DEFGRID3
* xyz 4 5
Pd 0.237 -0.415 -0.013
N -1.806 -1.374 0.032
C -3.003 -0.561 0.426
C -3.078 0.772 -0.308
N -1.984 1.677 0.028
C -1.867 2.152 1.403
C -0.464 1.982 1.984
N 0.005 0.559 1.953
C -1.337 2.475 -1.003
C -0.902 1.710 -2.240
N 0.072 0.590 -1.976
H -1.769 -2.190 0.644
H -1.961 -1.761 -0.900
H -3.916 -1.108 0.190
H -2.993 -0.437 1.507
H -3.107 0.620 -1.383
H -4.009 1.286 -0.025
H -2.110 3.222 1.402
H -2.609 1.650 2.021
H 0.273 2.602 1.479
H -0.514 2.329 3.018
H 0.902 0.502 2.438
H -0.633 -0.017 2.505
H -2.058 3.253 -1.304
H -0.499 3.003 -0.547
H -1.748 1.303 -2.788
H -0.438 2.438 -2.906
H -0.125 -0.154 -2.647
H 1.014 0.903 -2.209
N 3.168 -2.945 -0.180
C 3.660 -1.727 -0.098
C 5.089 -1.585 -0.042
C 5.651 -0.330 0.015
C 4.792 0.756 0.022
C 3.388 0.536 -0.017
N 2.797 -0.644 -0.074
H 3.781 -3.756 -0.188
H 2.178 -3.135 -0.261
H 5.705 -2.478 -0.060
H 6.726 -0.200 0.050
H 5.167 1.771 0.062
H 2.741 1.406 0.007
*
```

=====

# 2
Below is the ion C11H24NS with charge +1, with properties calculated with wB97M-V/def2-TZVPD.

- Structure (SMILES): CC(C)C1(C(C)C)[NH2+]CC[C@H](C)S1
- Frontier orbital gap: 9.92 eV

```
! RIJCOSX wB97M-V def2-TZVPD def2/J DEFGRID3
* xyz 1 1
C 0.942 -1.078 -2.645
C -0.244 -1.089 -1.666
C -0.495 -2.539 -1.252
C -0.067 -0.128 -0.473
C -0.612 1.286 -0.680
C -0.067 1.967 -1.941
C -2.142 1.296 -0.713
N 1.374 -0.150 -0.053
C 1.813 0.659 1.118
C 1.207 0.156 2.423
C -0.317 0.193 2.434
C -0.887 -0.292 3.759
S -0.956 -0.950 1.153
H 1.805 -1.613 -2.250
H 1.239 -0.082 -2.957
H 0.640 -1.608 -3.546
H -1.128 -0.748 -2.207
H 0.329 -2.944 -0.668
H -0.599 -3.152 -2.143
H -1.412 -2.632 -0.677
H -0.313 1.899 0.174
H -0.422 1.472 -2.839
H 1.022 2.011 -1.957
H -0.431 2.991 -1.966
H -2.486 2.309 -0.895
H -2.554 0.964 0.235
H -2.535 0.657 -1.498
H 1.925 0.124 -0.875
H 1.569 -1.139 0.151
H 1.555 1.704 0.949
H 2.902 0.587 1.175
H 1.537 -0.869 2.612
H 1.589 0.780 3.233
H -0.692 1.196 2.218
H -0.536 -1.299 3.978
H -1.973 -0.306 3.723
H -0.581 0.369 4.566
*
```

=====

# 3
Below is a structure of composition C11H25AlF6NO14S5, with properties calculated with wB97M-V/def2-TZVPD.

- Frontier orbital gap: 3.10 eV

```
! RIJCOSX wB97M-V def2-TZVPD def2/J DEFGRID3
* xyz 1 1
Al -1.504 -1.257 -3.028
C -3.634 -1.599 1.144
F -4.725 -1.064 1.641
F -2.683 -0.670 1.092
F -3.230 -2.618 1.851
S -4.177 -2.109 -0.640
O -5.441 -2.743 -0.539
O -4.223 -0.840 -1.333
N -2.949 -2.935 -1.423
S -2.793 -4.490 -1.007
O -1.469 -4.959 -1.263
O -3.344 -4.816 0.272
C -3.838 -5.391 -2.251
F -3.590 -6.670 -2.102
F -5.121 -5.098 -2.170
F -3.457 -5.003 -3.486
O -0.948 0.030 -0.824
H -1.387 -0.412 -0.078
O 0.180 1.338 -3.265
S 1.325 1.981 -2.678
O 2.664 1.502 -2.760
O 1.261 3.504 -3.182
C 2.439 4.324 -3.132
C 2.981 4.502 -4.527
C 1.000 2.316 -0.957
H 3.135 3.793 -2.477
H 2.252 5.305 -2.695
H 3.853 5.162 -4.447
H 2.272 5.021 -5.169
H 3.399 3.622 -5.014
H 1.233 1.406 -0.400
H -0.047 2.598 -0.914
H 1.759 3.004 -0.589
O 0.933 3.310 3.151
S 0.251 2.167 3.672
O 0.968 1.150 4.358
O -0.847 2.724 4.706
C -1.653 3.844 4.309
C -2.588 4.170 5.446
C -0.792 1.461 2.406
H -2.306 3.629 3.455
H -1.022 4.676 4.003
H -3.347 4.944 5.330
H -2.027 4.443 6.342
H -3.203 3.311 5.729
H -1.352 0.663 2.887
H -0.239 1.156 1.523
H -1.488 2.271 2.192
O 2.898 -0.486 -0.145
S 2.098 -1.523 -0.713
O 1.236 -1.350 -1.846
O 3.065 -2.755 -1.015
C 4.266 -2.903 -0.184
C 5.101 -4.045 -0.702
C 1.156 -2.285 0.634
H 3.966 -2.959 0.865
H 4.746 -1.926 -0.244
H 5.283 -4.027 -1.774
H 4.690 -5.038 -0.521
H 6.027 -3.961 -0.132
H 0.353 -1.611 0.915
H 1.886 -2.541 1.397
H 0.748 -3.240 0.301
*
```

=====

# 4
Below is a structure of composition C11H25Br5N3O2V, with properties calculated with wB97M-V/def2-TZVPD.

- Frontier orbital gap (alpha / beta): 4.37 / 4.40 eV

```
! RIJCOSX wB97M-V def2-TZVPD def2/J DEFGRID3
* xyz -1 2
O 2.949 0.269 0.007
V 4.193 1.066 -0.466
C 2.157 -3.320 2.665
C 2.103 -1.955 2.051
N 0.907 -1.212 2.389
C 0.841 0.061 2.879
C -0.541 0.350 3.148
N -1.264 -0.815 2.856
C -0.412 -1.730 2.281
C -2.694 -0.937 2.975
H 1.415 -3.904 2.120
H 1.941 -3.506 3.717
H 3.116 -3.827 2.556
H 1.891 -2.117 0.994
H 3.006 -1.394 2.292
H 1.710 0.680 3.043
H -0.918 1.309 3.471
H -0.722 -2.648 1.803
H -3.321 -0.091 2.693
H -3.052 -1.323 3.929
H -2.991 -1.722 2.280
C -1.400 2.139 -0.824
N -1.377 0.803 -1.663
C -0.052 0.536 -2.507
C -1.487 -0.374 -0.650
C -2.593 0.760 -2.707
C -2.517 1.695 -3.809
O -1.731 1.170 -4.866
H -1.117 2.924 -1.525
H -0.660 2.104 -0.024
H -2.337 2.328 -0.300
H 0.677 0.278 -1.739
H 0.281 1.480 -2.937
H -0.010 -0.166 -3.340
H -2.503 -0.418 -0.257
H -0.724 -0.356 0.128
H -1.359 -1.274 -1.253
H -3.481 0.935 -2.100
H -2.623 -0.241 -3.138
H -2.267 2.731 -3.582
H -3.540 1.800 -4.172
H -1.736 1.800 -5.590
Br 6.498 2.425 -1.198
Br 3.595 0.155 -3.171
Br 5.513 -1.542 0.033
Br 4.257 1.726 2.399
Br 2.377 3.347 -0.890
*
```

=====

| no. | DFT total energy (Eh) |
| --- | --- |
| 1 | -888.27294 |
| 2 | -886.24321 |
| 3 | -4374.22173 |
| 4 | -14562.98876 |